The following is a quantum chemistry calculation of a cluster of 2 separate species, C6H6N in total in a non-equilibrium geometry, from the Open Molecules 2025 dataset.

- charge = +1
- ΔE to the lowest compared entry with this formula, charge and spin (kcal/mol) = 158.34
- strongest force on any atom (eV/Å) = 6.9
- E_tot (eV) = -7792.8766
- orbital gap (eV) = 7.9

The geometry in XYZ format:
```
13
Properties=species:S:1:pos:R:3:lowdin_charge:R:1
C -0.38237 2.95208 -0.60206 0.027
C 0.81368 2.75874 -1.18412 0.168
C 0.46377 -1.03252 1.35823 0.018
C 0.07244 -2.07740 0.29058 0.002
C -0.35724 0.32280 -0.65802 0.041
C -0.01957 1.63408 -0.72388 -0.189
N -0.03781 -0.68560 0.06231 -0.084
H -1.32977 3.52904 -0.32559 0.167
H -0.08342 -1.04829 2.33414 0.159
H 1.39388 -0.72088 1.53568 0.081
H 0.80290 -2.48533 -0.44911 0.151
H -0.66262 -2.81457 0.52307 0.124
H -0.67388 -0.33214 -2.16123 0.336
```

---

The following is a quantum chemistry calculation of an isolated molecule of C3H5N3, from the Open Molecules 2025 dataset.

- ΔE to the lowest compared entry with this formula, charge and spin (kcal/mol) = 10.10
- structure (SMILES) = [H]/N=C1\CN=CN1
- strongest force on any atom (eV/Å) = 0.4
- E_tot (eV) = -7662.0177
- orbital gap (eV) = 10.0

The geometry in XYZ format:
```
11
Properties=species:S:1:pos:R:3:lowdin_charge:R:1
H -2.21011 1.37531 0.14552 0.043
N -1.22818 1.64042 0.16115 0.113
C -0.46724 0.63406 0.02475 -0.424
C -0.66715 -0.88112 -0.03191 -0.142
N 0.65805 -1.47146 -0.26375 0.034
C 1.47892 -0.50082 -0.15742 -0.213
N 0.91540 0.73852 0.08239 0.085
H -1.00371 -1.13412 0.97422 0.122
H -1.39690 -1.27875 -0.74394 0.117
H 2.55693 -0.58825 -0.26891 0.122
H 1.38304 1.61255 0.25311 0.143
```